Record 1
Below is an isolated molecule of C23H25F2N3O5, with properties calculated with ωB97M-V with the def2-TZVPD basis set.

```
58
Properties=species:S:1:pos:R:3:lowdin_charge:R:1
C 5.1256 4.7188 -0.7509 -0.063
C 6.0257 4.0002 0.2443 -0.219
O 5.4471 2.7766 0.6946 -0.014
C 5.6016 1.7153 -0.1311 -0.536
O 6.1914 1.7598 -1.1854 0.090
N 5.0545 0.5872 0.3807 -0.041
C 4.2387 0.5383 1.5708 -0.130
C 2.7812 0.2556 1.1992 -0.105
C 2.6969 -1.0424 0.3897 -0.312
N 1.3283 -1.3236 0.0109 0.116
C 0.6424 -2.3912 0.4628 -0.412
O 1.1361 -3.2307 1.1982 0.068
C -0.7780 -2.4424 -0.0079 -0.067
C -1.5442 -1.2868 0.0545 0.043
C -2.8788 -1.2827 -0.3351 -0.120
C -3.6024 0.0189 -0.2550 -0.408
O -3.0203 1.0804 -0.3434 0.082
N -4.9495 -0.1061 -0.0639 0.149
C -5.9063 0.9001 0.0252 -0.154
C -5.6271 2.2604 -0.0860 0.009
C -6.6402 3.1968 0.0080 -0.002
C -7.9413 2.7770 0.2145 -0.278
F -8.9265 3.6890 0.3059 0.064
C -8.2638 1.4352 0.3298 0.069
C -7.2369 0.5228 0.2322 -0.201
F -7.5187 -0.7989 0.3356 0.067
C -3.4421 -2.4590 -0.8211 -0.011
C -2.6807 -3.6110 -0.8848 -0.007
C -1.3528 -3.6301 -0.4759 -0.120
C -0.5637 -4.9196 -0.5259 -0.219
O -0.3718 -5.4699 0.7484 -0.050
C 3.5958 -0.9405 -0.8448 -0.106
C 5.0281 -0.6189 -0.4152 -0.129
H 5.5671 5.6752 -1.0160 0.076
H 4.1424 4.8884 -0.3179 0.076
H 5.0204 4.1179 -1.6507 0.073
H 6.9969 3.7876 -0.2135 0.122
H 6.1630 4.5931 1.1512 0.122
H 4.3249 1.4856 2.1001 0.124
H 4.6143 -0.2652 2.2149 0.134
H 2.1795 0.1712 2.1049 0.123
H 2.3936 1.0833 0.6006 0.126
H 3.0148 -1.8857 1.0127 0.152
H 0.8716 -0.6635 -0.5997 0.150
H -1.1263 -0.3654 0.4341 0.127
H -5.3132 -1.0419 0.0602 0.132
H -4.6086 2.5714 -0.2456 0.105
H -6.4260 4.2496 -0.0777 0.120
H -9.2790 1.1119 0.4893 0.133
H -4.4615 -2.4845 -1.1787 0.115
H -3.1245 -4.5205 -1.2608 0.118
H -1.1153 -5.6673 -1.1018 0.121
H 0.4022 -4.7376 -1.0234 0.128
H 0.2075 -4.8576 1.2391 0.062
H 3.5798 -1.8784 -1.4008 0.122
H 3.2296 -0.1448 -1.4976 0.126
H 5.6673 -0.4582 -1.2844 0.125
H 5.4313 -1.4437 0.1823 0.133
```

The value obtained for the relative energy (zero: lowest compared OMol25 entry of this formula, charge and spin) is 0.0 kcal per mole. As for the lowest unoccupied orbital energy: 0.11 eV. The HOMO energy is -8.808 eV. The total energy is -44401.8405 eV. For the HOMO-LUMO gap, the calculation gives 8.92 eV.

***

Record 2
Below is an isolated ion of composition C3H4NO3 and charge -1 in a non-equilibrium geometry, with properties calculated with ωB97M-V with the def2-TZVPD basis set.

```
11
Properties=species:S:1:pos:R:3:lowdin_charge:R:1
C -1.6017 -0.5663 0.1404 0.010
C 0.0423 0.2793 0.1380 -0.355
C 1.4160 -0.6537 -0.0109 -0.684
O 1.2272 -1.8306 0.1981 -0.034
O 2.4084 -0.0118 -0.4216 -0.077
N 0.1292 1.4908 -0.5952 0.006
O 0.2615 1.4862 0.8441 -0.102
H -1.2535 -1.4016 0.8374 0.057
H -1.5793 -0.6584 -0.9380 0.033
H -2.2173 0.2131 0.6289 0.036
H 1.1673 1.6530 -0.8212 0.109
```

The value obtained for the relative energy (zero: lowest compared OMol25 entry of this formula, charge and spin) is 109.1 kcal per mole. The total charge is -1. As for the lowest unoccupied orbital energy: 4.32 eV. The HOMO energy is -4.242 eV. The total energy is -10806.4546 eV. For the HOMO-LUMO gap, the calculation gives 8.56 eV.

***

Record 3
Below is a 2-piece molecular cluster, CH4IP overall in a non-equilibrium geometry, with properties calculated with ωB97M-V with the def2-TZVPD basis set.

```
7
Properties=species:S:1:pos:R:3:lowdin_charge:R:1
C -1.4432 -0.2698 -0.2351 -0.382
P 0.2307 -0.0192 0.0557 0.662
I 4.1300 0.0680 0.0235 -0.074
H -1.8359 -0.8791 0.4711 -0.069
H -1.9138 -0.3352 -1.3081 0.044
H 0.8046 1.3126 -0.3925 -0.066
H 0.0276 0.1226 1.3855 -0.116
```

The value obtained for the relative energy (zero: lowest compared OMol25 entry of this formula, charge and spin) is 88.8 kcal per mole. As for the lowest unoccupied orbital energy (alpha / beta): -0.62 / -3.08 eV. The HOMO energy (alpha / beta) is -9.945 / -7.877 eV. The total energy is -18487.6730 eV. For the HOMO-LUMO gap (alpha / beta), the calculation gives 9.33 / 4.80 eV.

***

Record 4
Below is a 2-piece molecular cluster, C32H55BrI2NO3 overall in a non-equilibrium geometry, with properties calculated with ωB97M-V with the def2-TZVPD basis set.

```
94
Properties=species:S:1:pos:R:3:lowdin_charge:R:1
C -4.5126 3.7470 -0.0880 -0.130
C -3.1005 3.7141 -0.9489 -0.209
C -2.2332 2.3486 -0.5130 -0.246
C -3.1656 1.0101 -0.3738 -0.094
C -0.8146 2.1925 -1.3035 -0.217
C -0.7049 1.5077 -2.7985 -0.520
I -1.1348 3.2585 -4.1176 1.012
C -1.7732 0.4191 -3.3424 -0.380
C -1.2912 -0.4927 -4.6324 -0.089
C -3.2557 1.0058 -3.7699 -0.299
C -4.3345 -0.2647 -3.6104 -0.141
C 0.8878 1.0779 -2.8932 -0.297
C 1.6876 1.0757 -4.3109 -0.129
C 3.3322 0.9012 -4.1892 -0.240
O 4.1094 1.9418 -4.6031 -0.081
C 4.1385 -0.4174 -3.6688 -0.076
C 5.3117 -1.0225 -4.6965 0.015
C 6.2403 -2.3361 -4.2501 -0.045
C 6.0698 -3.1082 -2.7852 -0.045
C 4.8891 -2.5153 -1.7642 -0.042
C 3.9772 -1.1960 -2.2396 -0.017
C 1.5250 1.8149 -1.5647 -0.541
I 2.3057 3.7949 -2.2480 0.998
N 0.4491 1.7955 -0.4978 -0.264
O -0.0075 0.6416 0.0060 -0.150
C 0.9383 -0.4341 0.1236 -0.137
C 0.4539 -1.3747 1.4202 -0.246
C -0.7684 -0.6522 2.2926 -0.067
C 1.6976 -1.8804 2.3598 -0.344
C 1.2481 -3.1060 3.4058 -0.100
C 2.9694 -2.5284 1.4925 -0.123
C 0.8067 2.5561 0.7500 -0.517
Br 2.7584 2.4745 1.2761 0.758
C 0.3705 4.1173 0.8403 -0.269
C 1.3833 5.0674 1.7690 -0.191
H -5.2369 2.8797 -0.4575 0.085
H -4.3436 3.6088 1.0655 0.089
H -5.0554 4.7589 -0.3195 0.089
H -2.4849 4.6647 -0.5736 0.123
H -3.3626 3.7539 -2.0836 0.067
H -1.9490 2.6001 0.6229 0.133
H -3.6558 1.0150 0.7154 0.103
H -2.5253 0.0030 -0.3968 0.082
H -4.0897 0.9729 -1.1131 0.077
H -0.6376 3.3336 -1.6167 0.043
H -1.9580 -0.3709 -2.4661 0.128
H -2.1512 -1.1291 -5.1195 0.098
H -0.4113 -1.2292 -4.4033 0.086
H -0.9633 0.2919 -5.4693 0.090
H -3.6705 1.8418 -3.0666 0.065
H -3.3313 1.2902 -4.9274 0.109
H -3.9993 -1.0513 -2.8128 0.078
H -5.3473 0.2135 -3.1980 0.085
H -4.6245 -0.7342 -4.6603 0.088
H 0.8039 -0.0921 -2.6691 0.143
H 1.5368 2.0580 -4.9724 0.100
H 1.3614 0.1872 -5.0397 0.134
H 5.5451 -0.5545 -5.7454 0.100
H 7.0993 -2.7516 -4.9522 0.092
H 6.7572 -4.0240 -2.4513 0.099
H 4.7344 -3.0276 -0.7050 0.070
H 3.1981 -0.8183 -1.4542 0.034
H 2.5411 1.2597 -1.3916 0.078
H 2.0586 -0.1780 0.3032 0.084
H 0.9187 -1.1937 -0.7976 0.146
H -0.0460 -2.3638 0.9754 0.156
H -1.1569 -1.3864 3.1502 0.087
H -1.7360 -0.4476 1.6241 0.076
H -0.3996 0.3144 2.8638 0.087
H 2.0762 -1.0049 3.0567 0.141
H 1.3995 -4.1025 2.7806 0.088
H 0.1155 -3.0689 3.6953 0.059
H 1.9645 -3.1756 4.3418 0.096
H 2.6229 -3.2157 0.6114 0.092
H 3.6452 -3.1201 2.2786 0.102
H 3.6351 -1.6083 1.1525 0.075
H 0.2422 2.0057 1.6485 0.141
H -0.6846 4.1956 1.3936 0.126
H 0.2479 4.6913 -0.1682 0.078
H 1.5562 4.6431 2.8450 0.077
H 2.3630 5.3819 1.1993 0.073
H 0.7714 6.0820 1.9193 0.100
C -3.2668 -4.0319 7.2512 -0.064
C -1.9518 -4.0610 6.4886 -0.504
C -0.7630 -4.1064 7.4353 -0.063
O -1.8568 -2.9005 5.6666 -0.082
H -3.3316 -3.1416 7.8868 0.082
H -4.1131 -3.9868 6.5574 0.081
H -3.3773 -4.9198 7.8815 0.084
H -1.9292 -4.9338 5.8271 0.140
H -0.7391 -3.2187 8.0774 0.083
H 0.1768 -4.1145 6.8728 0.073
H -0.7984 -4.9965 8.0711 0.084
H -1.8762 -2.1205 6.2456 0.093
```

The value obtained for the relative energy (zero: lowest compared OMol25 entry of this formula, charge and spin) is 363.5 kcal per mole. The total charge is +1. As for the lowest unoccupied orbital energy: -3.22 eV. The HOMO energy is -10.883 eV. The total energy is -127924.2972 eV. For the HOMO-LUMO gap, the calculation gives 7.66 eV.